The following is a DFT calculation (wB97M-V/def2-TZVPD) of a 14-piece molecular cluster, C62H111N3O22 overall in a non-equilibrium geometry.

## Properties
E_HOMO (eV): -7.6
Frontier orbital gap (eV): 7.8
LUMO level (eV): 0.1
E_tot (a.u.): -4248.54787
Net charge: 0

Last columns: bonded neighbours and bond lengths (Å).
Geometry (Å):
1 O -7.02 -29.84 1.41  C186 1.241
2 H -4.30 -22.13 5.23  C149 1.090
3 H -9.41 -26.25 8.60  C146 1.090
4 H -8.14 -27.12 7.64  C146 1.090
5 N -2.20 -31.82 2.76  C109 1.449, C183 1.450, C191 1.454
6 H -5.22 -27.74 1.30  C168 1.090
7 O -0.13 -27.23 8.46  C100 1.269
8 H -7.86 -29.16 6.23  C84 1.090
9 H -0.65 -32.34 4.21  C191 1.090
10 H -2.94 -28.70 10.34  C61 1.090
11 H 0.90 -29.37 4.83  C143 1.090
12 H -9.83 -28.25 -0.74  C178 1.090
13 H -7.90 -27.84 -3.06  C133 1.090
14 H -3.11 -26.76 0.94  C33 1.090
15 H -7.58 -22.14 7.46  C42 1.090
16 O -1.65 -28.92 8.01  C100 1.329, C170 1.356
17 H -4.61 -25.06 8.10  C82 1.090
18 H -9.36 -32.19 -0.90  C197 1.090
19 C -10.35 -27.69 2.25  C49 1.528, H60 1.090, H85 1.090, C106 1.527
20 C -0.49 -26.15 -0.35  C29 1.511, H96 1.090, H120 1.090, C158 1.517
21 O -7.64 -26.38 -0.52  C138 1.417, C176 1.298
22 H 0.17 -32.04 1.71  C23 1.090
23 C -0.06 -31.02 2.01  H22 1.090, H75 1.090, H92 1.090, C109 1.496
24 H -3.92 -31.44 1.59  C183 1.090
25 H -11.41 -27.87 4.22  C49 1.090
26 H -3.17 -30.98 5.31  C104 1.090
27 H -3.95 -30.81 3.19  C183 1.090
28 C 0.02 -27.46 4.20  H51 1.090, C143 1.518, C182 1.497, H198 1.090
29 C 0.41 -25.40 -1.31  C20 1.511, C55 1.536, H130 1.090, H184 1.090
30 H -5.64 -30.68 4.75  C147 1.090
31 O -6.14 -29.55 7.38  C84 1.385, C135 1.405
32 H -5.59 -26.10 3.90  C64 1.090
33 C -3.55 -26.49 1.91  H14 1.090, O76 1.404, H95 1.090, C168 1.544
34 C 0.02 -22.47 2.34  N37 1.477, H72 1.090, H141 1.090, C161 1.540
35 H -0.14 -28.69 5.98  C143 1.090
36 O -0.65 -28.64 -0.41  C158 1.238
37 N 0.45 -21.82 1.09  C34 1.477, C107 1.477, C177 1.473
38 O -9.91 -30.32 4.54  C94 1.201
39 H -2.13 -33.15 4.40  C191 1.090
40 C -2.51 -22.18 -1.13  C67 1.479, H99 1.090, H142 1.090, C174 1.462
41 H -5.57 -26.03 1.29  C168 1.090
42 C -7.75 -22.43 8.50  H15 1.090, C113 1.475, H128 1.090, H195 1.090
43 H -5.50 -32.85 3.09  C185 1.090
44 H -6.21 -27.64 3.59  C64 1.090
45 O -3.07 -24.06 -2.38  C67 1.350, C98 1.415
46 O -7.25 -24.24 3.45  C91 1.201
47 C 0.07 -20.11 -0.52  H124 1.090, C177 1.512, H180 1.090, H194 1.090
48 H -9.04 -24.02 7.90  C113 1.090
49 C -11.03 -28.46 3.39  C19 1.528, H25 1.090, H69 1.090, C94 1.498
50 H 0.32 -19.76 1.64  C177 1.090
51 H -0.85 -26.89 4.52  C28 1.090
52 H -8.93 -22.79 -0.42  C78 1.090
53 O -3.59 -24.11 -0.16  C67 1.235
54 H -6.29 -20.37 3.94  C65 1.090
55 C 0.25 -26.14 -2.65  C29 1.536, H56 1.090, H80 1.090, O83 1.433
56 H 1.12 -26.11 -3.30  C55 1.090
57 H -6.05 -27.18 -1.59  C138 1.090
58 H -6.46 -26.40 9.51  C73 1.090
59 H -5.11 -21.78 -0.10  C153 1.090
60 H -10.84 -26.73 2.14  C19 1.090
61 C -3.30 -28.30 9.39  H10 1.090, H77 1.090, C170 1.507, C172 1.490
62 H -6.72 -28.16 -0.27  C138 1.090
63 H -7.42 -31.96 6.69  C89 1.090
64 C -5.38 -26.99 3.31  H32 1.090, H44 1.090, C131 1.509, C168 1.510
65 C -6.10 -21.22 4.59  H54 1.090, H103 1.090, O116 1.378, C149 1.497
66 H -1.93 -20.99 -2.81  C174 1.090
67 C -3.13 -23.53 -1.14  C40 1.479, O45 1.350, O53 1.235
68 C -7.76 -21.83 -1.89  C78 1.517, O137 1.290, O175 1.246
69 H -11.79 -29.05 2.86  C49 1.090
70 O -5.27 -31.23 8.59  C135 1.207
71 H -3.08 -30.20 8.57  C170 1.090
72 H 0.56 -23.34 2.71  C34 1.090
73 C -7.41 -25.90 9.32  H58 1.090, N127 1.427, C146 1.555, H169 1.090
74 H -8.66 -26.66 3.07  C106 1.090
75 H 0.53 -30.91 2.92  C23 1.090
76 O -3.07 -27.28 2.96  C33 1.404, C131 1.348
77 H -4.37 -28.09 9.41  C61 1.090
78 C -8.07 -23.05 -1.05  H52 1.090, C68 1.517, H112 1.090, C136 1.509
79 H -1.20 -20.48 1.00  C177 1.090
80 H -0.62 -25.74 -3.17  C55 1.090
81 O 1.45 -25.82 3.03  C182 1.193
82 C -5.23 -25.52 7.33  H17 1.090, H90 1.090, C167 1.525, H179 1.090
83 O -0.06 -27.48 -2.24  C55 1.433, C158 1.364
84 C -6.80 -29.39 6.17  H8 1.090, O31 1.385, C147 1.562, H171 1.090
85 H -10.50 -28.35 1.39  C19 1.090
86 H -2.93 -26.45 8.22  C172 1.090
87 O -8.73 -28.77 3.46  C94 1.368, C106 1.449
88 H -7.24 -25.25 6.59  C167 1.090
89 C -6.39 -31.71 6.43  H63 1.090, H122 1.090, C135 1.505, C147 1.515
90 H -4.74 -25.32 6.38  C82 1.090
91 C -6.57 -23.28 3.71  O46 1.201, O116 1.384, C126 1.505
92 H 0.26 -30.31 1.25  C23 1.090
93 H -8.57 -27.75 9.17  C146 1.090
94 C -9.90 -29.29 3.92  O38 1.201, C49 1.498, O87 1.368
95 H -3.45 -25.41 2.06  C33 1.090
96 H -0.13 -26.25 0.67  C20 1.090
97 H -8.88 -23.88 9.59  C113 1.090
98 C -2.53 -23.08 -3.25  O45 1.415, H148 1.090, C174 1.488, H196 1.090
99 H -1.46 -22.23 -0.85  C40 1.090
100 C -1.29 -27.75 8.52  O7 1.269, O16 1.329, C172 1.510
101 H -6.46 -23.80 6.88  C167 1.090
102 H 3.54 -23.09 0.37  C159 1.090
103 H -6.17 -20.82 5.60  C65 1.090
104 C -2.10 -31.17 5.21  H26 1.090, H117 1.090, H134 1.090, C191 1.560
105 H -1.53 -23.70 1.38  C161 1.090
106 C -8.87 -27.62 2.59  C19 1.527, H74 1.090, O87 1.449, H150 1.090
107 C 1.93 -21.85 1.00  N37 1.477, H119 1.090, H152 1.090, C159 1.546
108 H -7.87 -32.22 2.78  C190 1.090
109 C -1.50 -30.68 2.20  N5 1.449, C23 1.496, H187 1.090, H193 1.090
110 H 2.05 -23.42 -0.40  C159 1.090
111 H -6.11 -23.88 -0.97  C136 1.090
112 H -8.32 -23.85 -1.75  C78 1.090
113 C -8.30 -23.79 8.67  C42 1.475, H48 1.090, H97 1.090, N127 1.413
114 O 2.17 -26.83 4.86  C166 1.411, C182 1.383
115 H -3.61 -21.39 -2.81  C174 1.090
116 O -7.06 -22.19 4.42  C65 1.378, C91 1.384
117 H -1.74 -31.54 6.17  C104 1.090
118 H -4.12 -33.79 2.47  C185 1.090
119 H 2.33 -21.08 0.34  C107 1.090
120 H -1.51 -25.79 -0.34  C20 1.090
121 H 2.28 -24.06 1.26  C159 1.090
122 H -5.90 -32.61 6.07  C89 1.090
123 H -9.42 -33.63 1.00  C162 1.090
124 H 1.01 -19.58 -0.64  C47 1.090
125 H -4.18 -33.21 4.12  C185 1.090
126 C -5.12 -23.05 3.39  C91 1.505, C149 1.515, H154 1.090, H181 1.090
127 N -7.18 -24.66 8.66  C73 1.427, C113 1.413, C167 1.484
128 H -6.91 -22.20 9.15  C42 1.090
129 H 2.60 -28.50 5.95  C166 1.090
130 H 0.15 -24.34 -1.39  C29 1.090
131 C -4.09 -27.64 3.76  C64 1.509, O76 1.348, O139 1.218
132 H -7.75 -33.85 1.03  C162 1.090
133 C -7.99 -28.11 -2.01  H13 1.090, C138 1.516, H155 1.090, C178 1.568
134 H -1.60 -30.22 5.03  C104 1.090
135 C -5.89 -30.91 7.60  O31 1.405, O70 1.207, C89 1.505
136 C -6.75 -23.26 -0.34  C78 1.509, H111 1.090, C153 1.486, H160 1.090
137 O -6.70 -21.24 -1.45  C68 1.290, C153 1.452
138 C -6.96 -27.48 -1.09  O21 1.417, H57 1.090, H62 1.090, C133 1.516
139 O -3.94 -28.39 4.71  C131 1.218
140 H -7.93 -33.00 -1.30  C197 1.090
141 H 0.00 -21.69 3.11  C34 1.090
142 H -3.06 -21.50 -0.48  C40 1.090
143 C 0.61 -28.40 5.23  H11 1.090, C28 1.518, H35 1.090, C166 1.540
144 H -1.69 -23.50 3.07  C161 1.090
145 H -3.59 -28.93 7.36  C170 1.090
146 C -8.47 -26.81 8.63  H3 1.090, H4 1.090, C73 1.555, H93 1.090
147 C -6.57 -30.69 5.32  H30 1.090, C84 1.562, C89 1.515, H164 1.090
148 H -1.57 -23.52 -3.51  C98 1.090
149 C -4.79 -21.88 4.29  H2 1.090, C65 1.497, C126 1.515, H192 1.090
150 H -8.26 -27.79 1.71  C106 1.090
151 H -6.64 -21.29 0.53  C153 1.090
152 H 2.36 -21.59 1.97  C107 1.090
153 C -6.18 -21.89 -0.26  H59 1.090, C136 1.486, O137 1.452, H151 1.090
154 H -5.17 -22.88 2.31  C126 1.090
155 H -7.87 -29.19 -2.04  C133 1.090
156 O -9.63 -25.54 -0.11  C176 1.249
157 H -2.10 -22.09 2.07  C161 1.090
158 C -0.48 -27.54 -0.95  C20 1.517, O36 1.238, O83 1.364
159 C 2.48 -23.23 0.58  H102 1.090, C107 1.546, H110 1.090, H121 1.090
160 H -7.01 -23.84 0.54  C136 1.090
161 C -1.43 -22.95 2.17  C34 1.540, H105 1.090, H144 1.090, H157 1.090
162 C -8.49 -33.06 0.91  H123 1.090, H132 1.090, C190 1.516, C197 1.542
163 H -2.30 -26.54 9.95  C172 1.090
164 H -7.42 -30.94 4.69  C147 1.090
165 H -9.38 -31.55 2.10  C190 1.090
166 C 1.83 -27.73 5.89  O114 1.411, H129 1.090, C143 1.540, H173 1.090
167 C -6.57 -24.79 7.32  C82 1.525, H88 1.090, H101 1.090, N127 1.484
168 C -5.05 -26.81 1.85  H6 1.090, C33 1.544, H41 1.090, C64 1.510
169 H -7.80 -25.69 10.31  C73 1.090
170 C -2.96 -29.18 8.21  O16 1.356, C61 1.507, H71 1.090, H145 1.090
171 H -6.50 -28.46 5.70  C84 1.090
172 C -2.54 -27.07 9.03  C61 1.490, H86 1.090, C100 1.510, H163 1.090
173 H 1.71 -27.36 6.91  C166 1.090
174 C -2.63 -21.78 -2.53  C40 1.462, H66 1.090, C98 1.488, H115 1.090
175 O -8.42 -21.33 -2.82  C68 1.246
176 C -8.93 -26.44 -0.62  O21 1.298, O156 1.249, C178 1.484
177 C -0.11 -20.47 0.93  N37 1.473, C47 1.512, H50 1.090, H79 1.090
178 C -9.36 -27.58 -1.46  H12 1.090, C133 1.568, C176 1.484, H188 1.090
179 H -5.30 -26.60 7.47  C82 1.090
180 H 0.10 -20.89 -1.28  C47 1.090
181 H -4.49 -23.93 3.55  C126 1.090
182 C 1.19 -26.56 3.93  C28 1.497, O81 1.193, O114 1.383
183 C -3.64 -31.69 2.62  N5 1.450, H24 1.090, H27 1.090, C185 1.544
184 H 1.41 -25.48 -0.88  C29 1.090
185 C -4.41 -32.94 3.09  H43 1.090, H118 1.090, H125 1.090, C183 1.544
186 C -7.63 -30.86 1.05  O1 1.241, O189 1.321, C190 1.517
187 H -1.65 -29.79 2.81  C109 1.090
188 H -10.15 -27.35 -2.18  C178 1.090
189 O -7.66 -31.20 -0.23  C186 1.321, C197 1.439
190 C -8.37 -31.90 1.87  H108 1.090, C162 1.516, H165 1.090, C186 1.517
191 C -1.72 -32.19 4.08  N5 1.454, H9 1.090, H39 1.090, C104 1.560
192 H -4.21 -21.09 3.82  C149 1.090
193 H -1.95 -30.37 1.25  C109 1.090
194 H -0.58 -19.27 -0.77  C47 1.090
195 H -8.54 -21.71 8.72  C42 1.090
196 H -3.10 -23.12 -4.17  C98 1.090
197 C -8.38 -32.42 -0.49  H18 1.090, H140 1.090, C162 1.542, O189 1.439
198 H -0.36 -27.92 3.30  C28 1.090